(1)
The following is a quantum chemistry calculation of C2H16ClMgO6 as an isolated structure in a non-equilibrium geometry, from the OMol25 dataset.

Values from the calculation:
* molar mass: 195.90 g mol⁻¹
* net charge: +1
* relative energy (zero: lowest compared OMol25 entry of this formula, charge and spin): 184.8 kJ/mol
* frontier orbital gap: 2.63 eV

Last column: Löwdin charge in e.
Atoms and positions in Å:
Mg1 -2.1144 0.3059 3.5049  1.220
H1 1.8002 2.3254 -0.3986  0.049
H2 0.7962 1.1992 -0.2375  -0.044
O1 -1.4881 -3.3470 0.7733  -0.053
H3 0.9204 -1.5582 2.4159  -0.046
O2 0.4867 0.2662 -3.1799  -0.072
H4 2.2982 -2.0751 2.8174  0.052
O3 1.4510 -1.7967 3.1818  -0.079
C1 0.3092 -1.8458 -2.0026  -0.083
H5 -1.7311 -2.4151 0.7847  -0.021
H6 0.8290 2.3918 1.9099  -0.034
H7 -1.3514 2.3832 -0.2308  -0.034
H8 -1.7762 -3.6953 1.6240  0.036
H9 1.0273 -1.5173 -1.2410  0.063
H10 -0.3999 -2.5310 -1.5309  0.056
H11 -1.9797 3.6329 0.3967  0.029
H12 -0.9186 -0.1345 -1.6795  0.080
H13 0.9106 0.7800 -2.4716  0.034
H14 -1.1869 -0.9023 -3.2468  0.113
O4 -2.0695 3.0169 -0.3372  -0.056
C2 -0.4144 -0.6075 -2.5374  -0.333
H15 1.5527 3.7470 1.9518  0.059
O5 1.2907 1.6802 -0.9062  -0.042
H16 0.8973 -2.3777 -2.7466  0.078
Cl1 -0.8372 0.2737 1.5561  0.074
O6 1.6982 2.8010 1.8300  -0.049

(2)
The following is a quantum chemistry calculation of a 6-piece molecular cluster, C2H16NO5 overall in a non-equilibrium geometry, from the OMol25 dataset.

Values from the calculation:
* molar mass: 134.15 g mol⁻¹
* net charge: +1
* relative energy (zero: lowest compared OMol25 entry of this formula, charge and spin): 214.8 kJ/mol
* frontier orbital gap: 11.37 eV

Last column: Löwdin charge in e.
Atoms and positions in Å:
H1 0.7255 -1.5908 -4.0731  -0.022
H2 0.8160 2.2316 -2.0375  0.071
H3 -1.1138 -2.6882 -1.6600  0.101
H4 1.0550 -0.4153 -2.9598  0.096
H5 2.2810 1.7625 -2.0241  0.047
H6 -2.5430 3.6626 0.3265  0.069
N1 0.1843 -1.3542 1.2452  0.134
C1 1.4898 -1.2721 1.8754  -0.157
H7 -0.3790 -1.4598 -2.1056  -0.082
H8 2.9674 -0.0574 3.0727  0.108
O1 0.6713 -1.3165 -3.2567  0.008
H9 -0.4457 -2.2981 1.3464  0.251
H10 0.1904 -0.9126 0.2869  0.145
H11 -1.6419 1.6858 1.6119  -0.016
C2 1.9961 -0.2145 2.5184  0.079
O2 -1.8558 0.8333 1.9352  -0.068
H12 -2.7801 0.6701 1.5763  0.093
O3 -0.8262 -1.7691 -1.3527  -0.086
H13 1.9231 -2.2386 1.9840  0.105
H14 -3.0157 2.4495 -0.4645  0.083
H15 -0.4902 -0.6915 1.7206  0.122
H16 1.6257 0.7555 2.4836  0.042
O4 -2.2195 2.7926 0.0228  -0.075
O5 1.3853 1.4351 -2.0718  -0.047

(3)
The following is a quantum chemistry calculation of a 6-piece molecular cluster, C2H16O5 overall in a non-equilibrium geometry, from the OMol25 dataset.

Values from the calculation:
* SMILES: CC.O.O.O.O.O
* molar mass: 120.14 g mol⁻¹
* relative energy (zero: lowest compared OMol25 entry of this formula, charge and spin): 145.2 kJ/mol
* frontier orbital gap: 11.21 eV

Last column: Löwdin charge in e.
Atoms and positions in Å:
H1 0.1492 0.5877 -1.9561  0.098
H2 0.5455 -5.5959 0.1762  0.045
H3 -0.7735 -4.3989 0.2860  0.074
H4 -4.4837 5.3389 -1.8390  0.037
H5 -0.9700 4.6759 0.1462  0.046
O1 -0.1784 1.0388 1.7780  -0.047
H6 -1.3249 3.2414 0.2269  0.030
C1 0.2210 -4.6421 -0.1509  -0.173
H7 -0.0320 -4.6701 -1.1748  0.039
H8 2.2659 1.5194 0.8797  0.074
O2 -1.2548 3.9501 -0.4448  -0.081
O3 0.0785 -0.1580 -1.2390  -0.105
H9 0.4534 0.3692 1.6000  -0.019
H10 -0.5806 0.6611 2.5827  0.063
H11 2.3481 -3.7717 -0.1025  0.088
H12 -3.5192 4.2031 -2.5420  0.077
O4 -3.7681 5.1953 -2.4957  -0.121
O5 2.7423 0.9554 1.5775  -0.092
H13 1.1398 -2.5571 -0.0059  0.025
H14 3.7028 1.0503 1.6069  0.040
H15 1.2717 -3.6675 1.4288  0.079
C2 1.2607 -3.5959 0.2841  -0.176
H16 0.7064 0.2703 -0.6222  0.001

(4)
The following is a quantum chemistry calculation of C2H17O7Pb as an isolated structure in a non-equilibrium geometry, from the OMol25 dataset.

Values from the calculation:
* molar mass: 360.35 g mol⁻¹
* net charge: +1
* frontier orbital gap: 9.64 eV

Last column: Löwdin charge in e.
Atoms and positions in Å:
H1 -1.8591 0.6033 1.8121  0.031
H2 0.7414 -3.3933 -2.0640  -0.011
H3 -2.1739 1.2241 -2.9326  0.055
H4 1.4439 4.2958 1.8767  0.073
H5 2.0347 3.5933 0.3428  0.070
H6 2.6519 0.1159 -2.2512  0.075
H7 -2.7374 1.8646 -1.6176  0.087
H8 -0.2887 2.7247 2.2132  0.091
O1 -1.5770 -3.3112 -0.3472  -0.142
O2 0.2720 -1.8612 1.4703  -0.160
H9 -0.3691 -1.3437 1.9867  -0.005
C1 0.4294 2.4014 1.4840  -0.328
H10 -0.7229 -3.1812 0.2009  0.028
O3 1.5268 -3.2835 -2.5308  -0.022
C2 1.1352 3.7667 0.9679  -0.052
Pb1 -0.2769 -0.0217 -0.6820  1.623
O4 -0.3489 1.6985 0.5127  -0.547
O5 1.8425 -0.3706 -2.0582  -0.193
H11 -1.9017 -4.1922 -0.0158  0.071
O6 -1.7620 -0.3194 1.9952  -0.049
H12 0.4036 4.2798 0.4036  0.046
H13 -2.5378 -0.6923 1.5959  0.067
H14 0.9266 -2.1658 2.1503  0.100
H15 1.1157 1.7080 1.9754  0.100
H16 2.0995 -4.0405 -2.2766  0.089
H17 2.0391 -1.3250 -2.2208  0.036
O7 -2.1069 1.2255 -1.9911  -0.136

(5)
The following is a quantum chemistry calculation of C2H18O7 as an isolated structure in a non-equilibrium geometry, from the OMol25 dataset.

Values from the calculation:
* molar mass: 154.16 g mol⁻¹
* relative energy (zero: lowest compared OMol25 entry of this formula, charge and spin): 1198.7 kJ/mol
* frontier orbital gap: 7.85 eV

Last column: Löwdin charge in e.
Atoms and positions in Å:
H1 -0.0745 1.3172 0.0905  0.112
O1 -3.3242 1.1504 -1.0345  -0.068
H2 2.9589 0.0689 1.6346  0.148
H3 -0.5092 0.0205 2.2544  0.144
H4 1.7773 -0.4028 0.4328  -0.271
H5 1.8967 0.9010 -1.9797  0.047
O2 0.9947 1.0350 -1.6888  -0.107
O3 -1.1822 -2.1543 0.1790  -0.013
H6 -2.4040 2.0776 0.5968  0.101
H7 -0.9633 -2.4380 1.0666  0.026
H8 2.2699 -1.2623 1.8468  0.139
H9 1.3589 -1.1317 -0.9012  -0.117
H10 0.9790 0.6987 -0.7928  -0.239
O4 1.9809 -1.7936 -1.2035  -0.047
H11 0.2948 -0.0983 0.4713  -0.118
H12 -0.0696 -1.3787 1.8791  0.111
O5 -0.1296 -0.4868 1.5369  -0.005
H13 2.4823 -1.3555 -1.8911  0.027
H14 -1.9570 2.7173 -0.9649  0.110
C1 -2.1887 1.7943 -0.4334  -0.245
H15 -1.2121 -0.0160 0.0776  0.060
O6 2.4004 -0.5728 1.1958  0.242
C2 -0.9386 0.9075 -0.4326  -0.087
H16 -0.8100 -1.2752 0.1094  -0.016
H17 -4.1164 1.1584 -0.4924  0.074
H18 -0.5516 0.6911 -1.4284  0.098
O7 1.0371 -0.1718 -0.1285  -0.105

(6)
The following is a quantum chemistry calculation of C2H19FeO10 as an isolated structure in a non-equilibrium geometry, from the OMol25 dataset.

Values from the calculation:
* spin multiplicity: 6
* molar mass: 259.01 g mol⁻¹
* relative energy (zero: lowest compared OMol25 entry of this formula, charge and spin): 0.0 kJ/mol
* frontier orbital gap (spin up / spin down): 4.90 / 9.02 eV

Last column: Mulliken spin population.
Atoms and positions in Å:
Fe1 0.5261 -0.4263 -3.2683  5.194
O1 0.9186 -0.3030 -1.3104  -0.050
O2 2.3173 -3.9550 0.5035  0.003
O3 -2.4561 -0.2404 1.7601  0.001
H1 3.3369 0.5093 -3.9821  0.025
H2 1.1053 -1.1332 1.3937  0.004
H3 -0.4092 -2.0558 3.7405  0.000
H4 -0.5339 0.6266 3.4647  0.000
C1 0.3505 0.0725 -0.2464  0.117
H5 -3.3900 2.4022 0.4670  -0.001
H6 -1.9127 -0.2217 0.9723  0.002
H7 -0.1377 1.7497 4.3994  0.000
H8 2.9999 -4.5483 0.8171  0.000
H9 -2.5285 0.6770 2.0235  0.000
O4 0.2820 1.7112 -3.3419  -0.043
H10 -2.1601 -1.3973 -3.4725  0.019
H11 -1.9442 -0.0401 -2.8374  0.034
H12 3.0326 -0.1888 -2.6737  0.021
H13 -1.9100 2.3903 0.1488  0.001
O5 -1.4922 -0.7272 -3.3273  -0.174
H14 -0.0103 2.1040 -2.5194  0.005
O6 -0.5922 1.5756 3.5752  0.000
H15 0.7516 0.4522 1.9271  -0.001
H16 -1.3068 -1.0484 3.0539  0.000
H17 0.5494 2.4552 -3.8815  0.002
O7 -2.6952 2.9331 0.0777  0.001
O8 -0.7142 0.7391 -0.2280  -0.005
O9 2.6237 0.1055 -3.4876  -0.160
H18 2.1580 0.0832 1.0111  0.000
O10 -0.5597 -1.1150 3.6487  0.000
H19 2.7172 -3.0863 0.5442  0.000
C2 1.0841 -0.0997 1.0479  0.005

(7)
The following is a quantum chemistry calculation of a 7-piece molecular cluster, C2H19N3O6 overall in a non-equilibrium geometry, from the OMol25 dataset.

Values from the calculation:
* SMILES: [H]/N=C(\N)NC.O.O.O.O.O.O
* molar mass: 181.19 g mol⁻¹
* relative energy (zero: lowest compared OMol25 entry of this formula, charge and spin): 51.6 kJ/mol
* frontier orbital gap: 9.85 eV

Last column: Löwdin charge in e.
Atoms and positions in Å:
O1 1.1906 -2.8487 2.8403  -0.060
H1 -0.2522 -2.6894 -1.5139  0.016
H2 -0.4231 2.8049 -0.8375  0.012
H3 -3.2761 1.4101 -0.2570  0.013
O2 -1.3443 2.5087 -0.7698  -0.078
H4 -1.8452 3.2721 -0.4675  0.052
H5 -0.6703 0.2495 0.3149  0.069
H6 -1.2554 -1.0660 -0.7112  0.057
H7 2.2838 2.1376 -0.3045  0.059
H8 1.9537 -0.0512 -3.0817  0.093
N1 0.0207 0.2603 -1.6970  -0.035
H9 -0.1982 0.3783 2.9369  -0.007
H10 -1.3143 -3.7096 -1.8334  0.046
H11 0.6412 -3.0575 2.0789  0.025
H12 -3.0945 0.0667 -0.6221  0.005
H13 3.0861 1.0108 -2.3794  0.096
H14 0.3330 -1.1319 -0.0697  0.071
O3 -0.8733 -3.2892 -1.0874  -0.062
O4 -3.8091 0.7158 -0.6749  -0.062
C1 -0.3977 -0.4423 -0.4884  -0.141
N2 2.2192 0.5122 -2.2983  0.148
C2 1.2621 0.9669 -1.4489  -0.546
H15 1.9317 0.6958 2.4734  0.061
H16 -1.6483 0.4925 3.3484  0.036
N3 1.3346 1.8468 -0.5299  0.116
O5 -0.8717 1.0321 3.1676  -0.065
H17 -0.7395 0.7966 -2.0832  0.098
O6 1.7165 -0.2042 2.1979  -0.057
H18 2.0614 -0.2449 1.3013  0.030
H19 1.9786 -2.4228 2.4963  0.009

(8)
The following is a quantum chemistry calculation of C2H21FeO11 as an isolated structure in a non-equilibrium geometry, from the OMol25 dataset.

Values from the calculation:
* spin multiplicity: 5
* molar mass: 277.02 g mol⁻¹
* net charge: +1
* relative energy (zero: lowest compared OMol25 entry of this formula, charge and spin): 123.5 kJ/mol
* frontier orbital gap (spin up / spin down): 6.85 / 6.79 eV

Last column: Mulliken spin population.
Atoms and positions in Å:
O1 -4.0733 -0.1011 -0.2489  0.000
O2 1.4556 1.0414 0.9789  0.095
H1 0.7772 -2.0796 -1.7159  0.000
C1 -0.4374 -0.3204 0.8960  0.005
H2 -0.0049 -4.3856 -1.5885  0.000
H3 5.1734 0.4353 0.2964  0.003
O3 3.1615 2.1932 -1.6979  0.032
H4 2.4948 -0.8676 2.3296  0.000
H5 0.9381 -0.5839 -1.8862  -0.001
H6 -4.2204 0.7769 -0.6005  0.000
H7 -3.1145 -0.2857 3.2967  0.000
O4 -0.2268 -3.5111 -1.2689  0.000
O5 4.2533 0.5961 0.5056  0.033
H8 -2.8421 3.0801 0.2125  0.000
H9 -0.6394 0.0329 1.9072  0.000
H10 3.9480 -0.2249 0.8917  -0.001
H11 -0.8829 -3.6634 -0.5889  0.000
H12 -2.0650 1.0493 -3.2883  0.000
O6 -1.4335 0.3313 -3.2443  0.000
H13 -0.0136 -1.3232 0.9489  0.000
O7 1.3240 -1.4210 -2.1443  0.001
O8 3.2358 -1.4529 2.1726  0.000
H14 -2.5939 2.0943 1.3343  0.000
O9 -3.4738 -0.0057 2.4549  0.000
H15 -3.9625 0.0327 0.6924  0.000
O10 0.4412 0.9456 -0.9985  0.022
H16 -1.2307 0.2469 -2.3127  0.000
C2 0.5283 0.6375 0.2185  -0.018
H17 -1.3506 -0.4073 0.3072  0.002
H18 3.2384 -2.0440 2.9255  0.000
H19 3.6025 2.8214 -2.2698  0.003
O11 -3.2953 2.5021 0.8263  0.000
H20 -4.4227 -0.0392 2.5759  0.000
H21 2.7055 1.6022 -2.2971  -0.002
Fe1 3.0057 2.2974 0.3794  3.825